i:
{"formula": "C10H11N", "method": "ωB97M-V/def2-TZVPD", "symbols": ["C", "C", "C", "N", "C", "C", "C", "C", "C", "C", "C", "H", "H", "H", "H", "H", "H", "H", "H", "H", "H", "H"], "positions_angstrom": [[2.34207, 0.83767, -0.90413], [1.16124, 0.47096, -0.41395], [0.84930, -0.76870, 0.59749], [1.77894, -1.44207, 1.28790], [1.42537, -2.49994, 2.02610], [0.11920, -3.00699, 1.96816], [-0.83447, -2.36423, 1.16136], [-0.49250, -1.21395, 0.44551], [-1.12572, -0.48314, -0.68078], [-0.26636, 0.78709, -0.93123], [-0.59054, 2.20959, -0.35943], [2.48236, 1.39054, -1.82848], [3.28463, 0.42429, -0.49171], [2.23653, -2.90210, 2.56735], [-0.22935, -3.70255, 2.61715], [-1.71618, -2.95842, 1.02503], [-0.88614, -1.07140, -1.52851], [-2.22185, -0.12866, -0.57355], [-0.18910, 1.02578, -2.06213], [-0.18176, 2.38818, 0.64277], [-1.70347, 2.31272, -0.25177], [-0.25309, 2.89209, -1.11470]], "multiplicity": 1, "smiles": "C=C1c2ncccc2C[C@H]1C", "homo_ev": -8.74}

ii:
{"formula": "C10H11N", "method": "ωB97M-V/def2-TZVPD", "symbols": ["N", "C", "C", "C", "C", "C", "C", "C", "C", "C", "C", "H", "H", "H", "H", "H", "H", "H", "H", "H", "H", "H"], "positions_angstrom": [[-2.97011, -1.12037, -1.56654], [-1.69131, -0.59033, -1.26411], [-0.46896, -1.55918, -1.43670], [0.72399, -1.30499, -0.80080], [1.03578, -0.16531, -0.02260], [2.24780, 0.12697, 0.47165], [2.45751, 1.07914, 1.51168], [1.30808, 1.80824, 1.84474], [0.05101, 1.57107, 1.22816], [-0.09581, 0.54491, 0.35066], [-1.52195, 0.16202, 0.09664], [-3.08033, -0.93600, -2.66082], [-3.01097, -2.24106, -1.25867], [-1.60689, -0.00800, -2.05060], [-0.50937, -2.28015, -2.26310], [1.47883, -2.20389, -0.88033], [3.10457, -0.52746, 0.21311], [3.36519, 1.00456, 2.33346], [1.57472, 2.36713, 2.86083], [-0.72721, 2.01307, 1.77961], [-2.05900, -0.48802, 0.80224], [-2.01553, 1.10721, 0.21395]], "multiplicity": 1, "smiles": "N[C@@H]1C=Cc2ccccc2C1", "homo_ev": -8.19}

i takes first place; second place is 0.0582 hartree up.

i:
{"formula": "C5H10O2", "method": "ωB97M-V/def2-TZVPD", "symbols": ["C", "C", "C", "C", "C", "O", "H", "H", "H", "H", "H", "H", "H", "H", "O", "H", "H"], "positions_angstrom": [[2.87539, 1.68339, 1.58558], [1.86193, 0.80087, 1.40784], [0.56572, 0.99079, 0.60167], [0.21064, -0.13342, -0.28251], [-1.17142, -0.66133, -0.21491], [-0.12135, -1.25393, 0.48701], [2.78598, 2.73618, 1.29409], [3.74990, 1.50293, 2.14082], [1.90794, -0.19876, 1.81240], [-0.29129, 1.05814, 1.34996], [0.51964, 1.92072, 0.06801], [0.76368, -0.21548, -1.23996], [-1.60755, -1.18880, -1.03526], [-1.84882, -0.08882, 0.42141], [-3.29506, -2.27395, -3.13852], [-3.84218, -1.66150, -2.67731], [-3.06314, -3.01703, -2.58033]], "multiplicity": 1, "smiles": "C=CC[C@@H]1CO1.O", "homo_ev": -9.64}

ii:
{"formula": "C5H10O2", "method": "ωB97M-V/def2-TZVPD", "symbols": ["C", "O", "C", "C", "C", "C", "O", "H", "H", "H", "H", "H", "H", "H", "H", "H", "H"], "positions_angstrom": [[2.58143, -0.20494, 0.49966], [1.52729, 0.05887, -0.39157], [0.33203, -0.61300, -0.06747], [-0.84286, 0.22036, -0.58594], [-2.17982, -0.47856, -0.38383], [-0.80290, 1.56996, 0.10495], [-1.70083, 2.00911, 0.78589], [2.31663, 0.09286, 1.52679], [3.43796, 0.38696, 0.16769], [2.86045, -1.26931, 0.50661], [0.23775, -0.73886, 1.02463], [0.31442, -1.61846, -0.51864], [-0.64943, 0.40159, -1.65385], [-3.00116, 0.14588, -0.74611], [-2.20865, -1.43597, -0.91505], [-2.36104, -0.66387, 0.68004], [0.13873, 2.13738, -0.03381]], "multiplicity": 1, "smiles": "COC[C@@H](C)C=O", "homo_ev": -9.56}

ii takes first place; second place is 0.0565 hartree up.